Record 1
Here is a 7-piece molecular cluster, C34H65F2NO23 overall from the Open Molecules 2025 dataset. Energies are from the ωB97M-V functional and the def2-TZVPD basis.

Computed properties:
multiplicity = 1
LUMO level = 0.3 eV
highest occupied orbital energy = -9.136 eV
SMILES = C[C@@H](O)CNCCO[C@]1(CCF)OC(=O)O[C@H]1F.CCOC(=O)OC.CCOC(=O)OC.CCOC(=O)OC.CCOC(=O)OC.CCOC(=O)OC.CCOC(=O)OC
orbital gap = 9.43 eV
strongest force on any atom = 0.44 eV Å⁻¹

Each atom is followed by the atoms it is bonded to, with distances in Å.
Geometry (Å):
1 C 2.705 -0.771 5.597  O12 1.428, C16 1.523, H46 1.094, C122 1.564
2 H -3.738 -1.645 6.436  C73 1.085
3 H 9.148 -0.230 -8.825  C116 1.088
4 H 10.506 1.099 -7.186  C97 1.090
5 H -8.610 5.545 2.534  C54 1.089
6 H 3.099 -0.978 0.847  C91 1.090
7 C -5.125 2.015 5.054  O53 1.369, O66 1.349, O123 1.181
8 H 2.343 -2.769 6.368  C16 1.093
9 F -4.071 -2.755 4.806  C73 1.391
10 H 7.633 5.967 -7.847  C107 1.090
11 H -5.783 7.897 -0.952  C79 1.088
12 O 2.792 -1.314 4.279  C1 1.428, H81 0.961
13 H 0.153 -0.371 3.113  C109 1.092
14 O 7.176 6.131 -11.601  C103 1.335, C118 1.431
15 C -1.478 -5.410 1.296  O25 1.205, O55 1.335, O121 1.330
16 C 2.043 -1.738 6.569  C1 1.523, H8 1.093, H39 1.090, H101 1.092
17 H -6.237 -4.023 1.097  C57 1.091
18 H -1.927 -8.813 1.081  C31 1.090
19 C -10.530 -6.708 3.033  H41 1.088, H70 1.086, O84 1.431, H111 1.089
20 H 1.964 0.763 3.515  N72 1.010
21 C -2.460 -3.591 2.367  H34 1.088, O55 1.432, H94 1.089, H110 1.086
22 C 3.374 1.673 -3.132  O23 1.433, H38 1.087, H61 1.086, H76 1.089
23 O 4.397 0.983 -2.403  C22 1.433, C90 1.334
24 O 5.173 0.166 -0.565  C43 1.442, C90 1.332
25 O -0.548 -5.399 2.062  C15 1.205
26 H -0.209 -9.232 0.997  C31 1.090
27 H 0.311 -6.873 0.288  C86 1.089
28 C -1.126 1.160 3.931  H37 1.088, H42 1.091, O63 1.443, C109 1.528
29 H 8.853 4.708 -8.078  C107 1.089
30 H 7.037 3.051 -8.583  C50 1.090
31 C -0.914 -8.420 1.178  H18 1.090, H26 1.090, C86 1.512, H89 1.089
32 H -6.682 3.211 2.079  C80 1.086
33 H -6.344 -5.774 0.881  C57 1.089
34 H -2.631 -4.081 3.323  C21 1.088
35 C -6.137 -5.141 2.933  C57 1.511, H62 1.090, O67 1.441, H119 1.089
36 C 6.309 -0.475 -4.179  H52 1.087, H59 1.085, H64 1.087, O69 1.435
37 H -0.777 2.172 3.732  C28 1.088
38 H 3.157 2.634 -2.672  C22 1.087
39 H 2.332 -1.502 7.593  C16 1.090
40 H -4.789 -5.031 1.269  C57 1.089
41 H -10.247 -7.628 3.540  C19 1.088
42 H -1.809 0.875 3.130  C28 1.091
43 C 5.061 -0.092 0.849  O24 1.442, C91 1.511, H92 1.090, H98 1.088
44 H -6.475 7.334 -2.499  C79 1.086
45 H 7.765 0.830 -8.527  C116 1.090
46 H 3.728 -0.593 5.942  C1 1.094
47 H -8.408 4.134 3.584  C54 1.090
48 F -3.557 0.298 7.517  C112 1.337
49 H -7.543 7.920 -1.196  C79 1.089
50 C 6.829 3.966 -8.029  H30 1.090, C107 1.511, H113 1.089, H125 1.089
51 C 7.434 0.029 -6.148  O69 1.329, O77 1.332, O104 1.207
52 H 5.369 -0.174 -4.635  C36 1.087
53 O -5.089 1.414 6.284  C7 1.369, C112 1.417
54 C -8.351 4.487 2.555  H5 1.089, H47 1.090, C80 1.511, H106 1.091
55 O -2.496 -4.547 1.302  C15 1.335, C21 1.432
56 H 9.137 2.194 -6.952  C97 1.090
57 C -5.862 -4.984 1.455  H17 1.091, H33 1.089, C35 1.511, H40 1.089
58 H -4.027 -0.369 3.674  C78 1.090
59 H 6.159 -1.345 -3.549  C36 1.085
60 C -8.311 -6.013 2.993  O67 1.330, O84 1.335, O102 1.205
61 H 3.775 1.815 -4.132  C22 1.086
62 H -5.812 -6.115 3.298  C35 1.090
63 O -1.827 1.200 5.192  C28 1.443, C99 1.360
64 H 6.709 0.345 -3.588  C36 1.087
65 H 1.238 0.664 6.328  C122 1.093
66 O -3.943 1.848 4.426  C7 1.349, C99 1.472
67 O -7.533 -4.963 3.243  C35 1.441, C60 1.330
68 H 6.553 6.993 -13.313  C118 1.086
69 O 7.248 -0.873 -5.189  C36 1.435, C51 1.329
70 H -11.470 -6.333 3.425  C19 1.086
71 H -3.268 2.163 6.884  C112 1.091
72 N 1.326 0.929 4.280  H20 1.010, C109 1.458, C122 1.448
73 C -4.182 -1.529 5.453  H2 1.085, F9 1.391, C78 1.521, H83 1.088
74 H -6.216 4.832 2.587  C80 1.089
75 H 2.708 1.403 5.742  C122 1.091
76 H 2.467 1.072 -3.170  C22 1.089
77 O 8.343 -0.444 -7.000  C51 1.332, C116 1.439
78 C -3.445 -0.521 4.583  H58 1.090, C73 1.521, C99 1.545, H115 1.089
79 C -6.621 7.387 -1.424  H11 1.088, H44 1.086, H49 1.089, O124 1.430
80 C -6.953 4.261 2.026  H32 1.086, C54 1.511, H74 1.089, O93 1.444
81 H 2.470 -2.219 4.285  O12 0.961
82 O 6.094 6.575 -9.670  C103 1.204
83 H -5.242 -1.304 5.546  C73 1.088
84 O -9.570 -5.677 3.282  C19 1.431, C60 1.335
85 H 4.419 -2.130 0.595  C91 1.091
86 C -0.681 -7.310 0.179  H27 1.089, C31 1.512, H88 1.088, O121 1.440
87 O 3.209 1.293 -0.507  C90 1.204
88 H -0.795 -7.669 -0.842  C86 1.088
89 H -0.774 -8.063 2.197  C31 1.089
90 C 4.165 0.857 -1.095  O23 1.334, O24 1.332, O87 1.204
91 C 4.117 -1.234 1.141  H6 1.090, C43 1.511, H85 1.091, H114 1.089
92 H 4.749 0.823 1.351  C43 1.090
93 O -6.851 4.593 0.625  C80 1.444, C95 1.328
94 H -1.501 -3.075 2.381  C21 1.089
95 C -6.746 5.888 0.350  O93 1.328, O105 1.205, O124 1.337
96 H -0.131 -0.469 4.850  C109 1.094
97 C 9.624 1.527 -7.663  H4 1.090, H56 1.090, C116 1.513, H117 1.091
98 H 6.076 -0.330 1.161  C43 1.088
99 C -3.147 0.870 5.185  O63 1.360, O66 1.472, C78 1.545, C112 1.528
100 O 7.940 5.270 -9.775  C103 1.331, C107 1.441
101 H 0.953 -1.683 6.513  C16 1.092
102 O -7.954 -7.083 2.572  C60 1.205
103 C 6.985 6.044 -10.283  O14 1.335, O82 1.204, O100 1.331
104 O 6.870 1.092 -6.233  C51 1.207
105 O -6.702 6.790 1.147  C95 1.205
106 H -9.078 3.938 1.955  C54 1.091
107 C 7.850 5.029 -8.357  H10 1.090, H29 1.089, C50 1.511, O100 1.441
108 H 5.228 6.426 -12.262  C118 1.089
109 C 0.076 0.221 4.027  H13 1.092, C28 1.528, N72 1.458, H96 1.094
110 H -3.266 -2.892 2.162  C21 1.086
111 H -10.616 -6.896 1.964  C19 1.089
112 C -3.713 1.221 6.561  F48 1.337, O53 1.417, H71 1.091, C99 1.528
113 H 5.823 4.300 -8.283  C50 1.089
114 H 4.119 -1.451 2.209  C91 1.089
115 H -2.504 -0.982 4.288  C78 1.089
116 C 8.680 0.427 -8.094  H3 1.088, H45 1.090, O77 1.439, C97 1.513
117 H 9.941 2.113 -8.527  C97 1.091
118 C 6.199 6.918 -12.289  O14 1.431, H68 1.086, H108 1.089, H120 1.088
119 H -5.635 -4.368 3.512  C35 1.089
120 H 6.117 7.907 -11.843  C118 1.088
121 O -1.671 -6.270 0.300  C15 1.330, C86 1.440
122 C 1.984 0.615 5.531  C1 1.564, H65 1.093, N72 1.448, H75 1.091
123 O -6.053 2.603 4.622  C7 1.181
124 O -6.705 6.031 -0.979  C79 1.430, C95 1.337
125 H 6.856 3.730 -6.966  C50 1.089

=====

Record 2
Here is a 8-piece molecular cluster, C34H65NO12S2 overall in a non-equilibrium geometry from the Open Molecules 2025 dataset. Energies are from the ωB97M-V functional and the def2-TZVPD basis.

Computed properties:
multiplicity = 1
LUMO level = -1.3 eV
highest occupied orbital energy = -9.329 eV
SMILES = CCOC[C@]1(N=C=S)COS(=O)(=O)O1.C1CCOC1.C1CCOC1.C1CCOC1.C1CCOC1.C1CCOC1.C1CCOC1.C1CCOC1
orbital gap = 8.00 eV
strongest force on any atom = 7.32 eV Å⁻¹

Each atom is followed by the atoms it is bonded to, with distances in Å.
Geometry (Å):
1 C -6.780 -0.446 0.405  H20 1.096, C23 1.513, H69 1.093, C77 1.507
2 H 6.849 -5.936 2.846  C105 1.094
3 H -1.457 7.307 -3.183  C98 1.095
4 O -1.704 -5.453 4.229  S41 1.711, C73 1.497
5 H 6.738 -6.370 9.903  C38 1.093
6 H 6.828 -6.379 7.170  C45 1.094
7 H 3.218 -3.782 4.617  C40 1.193
8 C 8.215 -4.420 3.611  C50 1.507, H58 1.096, H92 1.093, C105 1.513
9 C 0.872 0.089 -2.801  C48 1.507, H51 1.097, H60 1.093, C107 1.513
10 H -3.604 4.307 -1.966  C67 1.093
11 H -0.366 -0.964 3.518  C44 1.193
12 H -0.896 4.199 -1.609  C21 1.093
13 H 6.258 -2.467 3.017  C27 1.095
14 C -6.345 7.491 -4.789  H18 1.095, H24 1.094, O101 1.434, C108 1.513
15 O 8.470 -5.127 7.381  C45 1.434, C47 1.434
16 H 0.138 2.768 -5.971  C103 1.093
17 H -0.242 2.900 -8.675  C26 1.093
18 H -7.246 6.989 -5.157  C14 1.095
19 H 8.414 -2.295 4.096  C50 1.093
20 H -7.677 -0.923 -0.007  C1 1.096
21 C -1.489 4.428 -2.499  H12 1.093, O35 1.434, C67 1.513, H93 1.095
22 H -7.918 1.625 -1.149  C25 1.095
23 C -7.169 0.530 1.494  C1 1.513, H33 1.094, H56 1.095, O90 1.434
24 H -6.211 7.238 -3.734  C14 1.094
25 C -7.029 1.701 -0.514  H22 1.095, C77 1.513, O90 1.434, H114 1.093
26 C 0.156 2.099 -8.046  H17 1.093, H43 1.097, C72 1.507, C103 1.513
27 C 6.359 -3.024 3.956  H13 1.095, C50 1.513, O66 1.434, H80 1.093
28 O -2.557 -6.084 1.623  S41 1.566
29 H -1.468 2.417 -6.649  C103 1.095
30 C -3.093 5.900 -3.377  H42 1.096, C67 1.507, H97 1.093, C98 1.513
31 H 10.182 -5.950 8.160  C47 1.095
32 O -0.133 -5.596 2.103  S41 1.550
33 H -8.037 0.194 2.068  C23 1.094
34 H 6.938 -5.850 4.619  C105 1.095
35 O -0.786 5.372 -3.319  C21 1.434, C98 1.434
36 C -1.262 -0.516 -2.027  C48 1.513, H53 1.095, O70 1.434, H74 1.094
37 H 3.684 -4.528 2.857  C40 1.173
38 C 7.586 -6.337 9.214  H5 1.093, C45 1.513, H59 1.096, C61 1.507
39 H 2.657 -1.959 2.856  C87 1.194
40 C 2.817 -4.183 3.568  H7 1.193, H37 1.173, C87 1.673, H111 1.191
41 S -1.584 -5.262 2.533  O4 1.711, O28 1.566, O32 1.550, O110 1.710
42 H -3.486 5.276 -4.188  C30 1.096
43 H 1.246 2.203 -8.005  C26 1.097
44 C -0.363 -2.116 3.208  H11 1.193, H49 1.170, O63 1.471, C78 1.640
45 C 7.249 -5.677 7.895  H6 1.094, O15 1.434, C38 1.513, H113 1.095
46 H -5.133 0.700 -0.349  C77 1.097
47 C 9.460 -5.167 8.418  O15 1.434, H31 1.095, C61 1.513, H79 1.093
48 C -0.378 -0.623 -3.251  C9 1.507, C36 1.513, H54 1.093, H102 1.096
49 H -0.343 -2.136 2.038  C44 1.170
50 C 7.812 -3.171 4.351  C8 1.507, H19 1.093, C27 1.513, H96 1.097
51 H 1.483 -0.586 -2.191  C9 1.097
52 H 8.350 -4.573 10.161  C61 1.097
53 H -1.080 -1.342 -1.332  C36 1.095
54 H -0.208 -1.655 -3.565  C48 1.093
55 H -2.471 -4.108 5.665  C73 1.192
56 H -6.338 0.705 2.186  C23 1.095
57 C -4.793 8.043 -6.435  H68 1.093, H71 1.095, C95 1.513, O101 1.434
58 H 8.432 -4.177 2.564  C8 1.096
59 H 7.928 -7.364 9.041  C38 1.096
60 H 1.488 0.458 -3.625  C9 1.093
61 C 8.734 -5.493 9.705  C38 1.507, C47 1.513, H52 1.097, H82 1.093
62 H 1.000 1.503 -1.146  C107 1.093
63 O 0.810 -2.711 3.866  C44 1.471, C87 1.471
64 C -3.005 -1.219 2.602  S85 1.733, N104 1.398
65 H -5.759 9.505 -4.315  C108 1.096
66 O 5.852 -4.348 3.736  C27 1.434, C105 1.434
67 C -2.826 5.049 -2.162  H10 1.093, C21 1.513, C30 1.507, H86 1.097
68 H -4.627 7.630 -7.434  C57 1.093
69 H -6.105 -1.230 0.756  C1 1.093
70 O -0.904 0.703 -1.361  C36 1.434, C107 1.434
71 H -3.842 8.428 -6.054  C57 1.095
72 C -0.207 0.716 -8.524  C26 1.507, H88 1.096, H94 1.093, C112 1.513
73 C -1.621 -4.084 4.830  O4 1.497, H55 1.192, C78 1.643, H99 1.183
74 H -2.326 -0.499 -2.279  C36 1.094
75 H -7.425 9.387 -4.911  C108 1.093
76 H -6.644 8.871 -7.150  C95 1.097
77 C -6.166 0.463 -0.629  C1 1.507, C25 1.513, H46 1.097, H100 1.093
78 C -1.717 -2.909 3.686  C44 1.640, C73 1.643, N104 1.520, O110 1.471
79 H 9.986 -4.210 8.464  C47 1.093
80 H 5.763 -2.524 4.724  C27 1.093
81 O -0.357 0.761 -6.161  C103 1.434, C112 1.434
82 H 9.369 -5.999 10.436  C61 1.093
83 H -5.475 10.107 -6.649  C95 1.093
84 H 1.640 -3.240 1.858  C87 1.171
85 S -2.596 -0.274 1.209  C64 1.733
86 H -2.729 5.688 -1.276  C67 1.097
87 C 1.936 -2.907 2.940  H39 1.194, C40 1.673, O63 1.471, H84 1.171
88 H -1.253 0.701 -8.854  C72 1.096
89 H 0.979 -0.453 -7.140  C112 1.095
90 O -7.470 1.775 0.848  C23 1.434, C25 1.434
91 H -1.590 6.583 -4.801  C98 1.094
92 H 9.091 -4.918 4.035  C8 1.093
93 H -1.614 3.508 -3.081  C21 1.095
94 H 0.416 0.358 -9.347  C72 1.093
95 C -5.863 9.112 -6.419  C57 1.513, H76 1.097, H83 1.093, C108 1.507
96 H 7.890 -3.338 5.432  C50 1.097
97 H -3.801 6.713 -3.197  C30 1.093
98 C -1.706 6.392 -3.730  H3 1.095, C30 1.513, O35 1.434, H91 1.094
99 H -0.630 -4.194 5.467  C73 1.183
100 H -6.159 0.041 -1.637  C77 1.093
101 O -5.231 7.003 -5.549  C14 1.434, C57 1.434
102 H -0.833 -0.080 -4.088  C48 1.096
103 C -0.416 2.110 -6.645  H16 1.093, C26 1.513, H29 1.095, O81 1.434
104 N -2.827 -1.879 3.821  C64 1.398, C78 1.520
105 C 6.959 -5.259 3.697  H2 1.094, C8 1.513, H34 1.095, O66 1.434
106 H -0.718 -0.973 -7.244  C112 1.094
107 C 0.311 1.199 -1.939  C9 1.513, H62 1.093, O70 1.434, H109 1.095
108 C -6.415 8.985 -5.023  C14 1.513, H65 1.096, H75 1.093, C95 1.507
109 H 0.060 2.079 -2.540  C107 1.095
110 O -2.125 -3.641 2.477  S41 1.710, C78 1.471
111 H 2.007 -5.037 3.748  C40 1.191
112 C -0.052 -0.106 -7.263  C72 1.513, O81 1.434, H89 1.095, H106 1.094
113 H 6.543 -4.851 8.032  C45 1.095
114 H -6.489 2.615 -0.778  C25 1.093

=====

- Among the records above, which one has the highest LUMO level?
  C34H65F2NO23

=====

- Look up the highest occupied orbital energy of the second one.
  -9.329 eV

=====

- Among the records above, which one has the lowest orbital gap?
  C34H65NO12S2